Arrangement A

Entry from the OMol25 dataset: an isolated molecule of C2H3NS2 (ωB97M-V/def2-TZVPD).

Output
HOMO energy (alpha / beta) = -8.248 / -8.057 eV
gap between HOMO and LUMO (alpha / beta) = 7.15 / 6.40 eV

ORCA input file:
```
! RIJCOSX wB97M-V def2-TZVPD def2/J DEFGRID3
* xyz 0 1
C -1.263 -0.603 0.140
C 0.310 0.941 -0.763
N -0.775 0.598 -0.214
S 1.067 -3.009 1.806
S 0.448 -1.354 0.833
H 0.905 0.242 -1.260
H 0.714 1.956 -0.642
H -1.405 1.230 0.100
*
```

Arrangement B

Entry from the OMol25 dataset: an isolated molecule of C2H3NS2 (ωB97M-V/def2-TZVPD).

Output
HOMO energy = -8.820 eV
gap between HOMO and LUMO = 7.34 eV

ORCA input file:
```
! RIJCOSX wB97M-V def2-TZVPD def2/J DEFGRID3
* xyz 0 1
N -0.267 0.794 -0.025
C -0.534 -0.545 -0.172
S -2.020 -1.113 0.099
C 0.664 -1.408 -0.295
S 2.111 -0.886 0.110
H 0.558 1.269 -0.369
H -0.969 1.584 -0.019
H 0.505 -2.418 -0.623
*
```

Arrangement C

Entry from the OMol25 dataset: an isolated molecule of C2H3NS2 (ωB97M-V/def2-TZVPD).

Output
HOMO energy (alpha / beta) = -8.933 / -8.635 eV
gap between HOMO and LUMO (alpha / beta) = 7.38 / 7.74 eV

ORCA input file:
```
! RIJCOSX wB97M-V def2-TZVPD def2/J DEFGRID3
* xyz 0 1
C -0.656 -0.917 -0.212
C -0.279 0.529 0.037
N 0.066 -1.872 -0.262
S 1.308 1.026 -0.579
S 2.520 0.022 0.489
H -1.745 -0.823 -0.073
H -0.977 1.240 -0.519
H -0.237 0.795 1.121
*
```

Verdict on stability: arrangement A comes out at the bottom.

Arrangement A

Entry from the OMol25 dataset: the ion C5H9N4O with charge +1 (ωB97M-V/def2-TZVPD).

Output
HOMO energy = -13.170 eV
gap between HOMO and LUMO = 8.65 eV

ORCA input file:
```
! RIJCOSX wB97M-V def2-TZVPD def2/J DEFGRID3
* xyz 1 1
C -2.243 -1.571 -0.320
N -1.160 -0.784 0.020
C -0.123 -1.267 0.640
N 0.055 -2.603 1.007
N 0.934 -0.507 1.041
C 1.319 0.647 0.679
N 0.726 1.594 -0.198
C 1.588 2.674 -0.657
C -0.404 1.513 -0.808
O -1.316 1.720 -1.422
H -2.602 -1.927 0.638
H -3.112 -0.998 -1.002
H -1.897 -2.452 -0.796
H 0.790 -2.762 1.558
H -0.725 -3.157 0.891
H 2.369 0.903 0.915
H 2.356 2.420 -1.379
H 2.352 2.978 0.100
H 1.095 3.577 -0.909
*
```

Arrangement B

Entry from the OMol25 dataset: the ion C5H9N4O with charge +1 (ωB97M-V/def2-TZVPD).

Output
HOMO energy = -14.255 eV
gap between HOMO and LUMO = 9.83 eV

ORCA input file:
```
! RIJCOSX wB97M-V def2-TZVPD def2/J DEFGRID3
* xyz 1 1
H 0.566 -1.925 0.032
N 0.379 -1.029 -0.200
C 1.002 -0.489 -1.158
N 1.000 0.950 -1.224
N 0.298 1.767 -0.554
N -0.566 1.419 0.219
C -1.214 1.449 1.267
C -1.206 1.442 2.708
C -2.534 1.388 1.909
O 1.754 -0.980 -2.093
C 1.801 -2.383 -2.336
H 1.541 1.266 -2.013
H -0.984 2.253 3.319
H -1.105 0.499 3.242
H -2.911 0.367 1.966
H -3.117 2.271 1.980
H 2.588 -2.645 -2.893
H 0.795 -2.707 -2.815
H 1.913 -2.911 -1.357
*
```

Verdict on stability: arrangement B comes out at the bottom.

Arrangement A

Entry from the OMol25 dataset: a cluster of 3 separate species, C3H11NO3 in total (ωB97M-V/def2-TZVPD).

Output
HOMO energy = -10.031 eV
gap between HOMO and LUMO = 10.74 eV

ORCA input file:
```
! RIJCOSX wB97M-V def2-TZVPD def2/J DEFGRID3
* xyz 0 1
C 1.570 0.497 -2.482
N 1.058 -0.129 -1.275
C 0.177 -1.144 -1.133
C -0.238 -1.952 -2.352
O -0.351 -1.364 -0.053
H 1.121 1.464 -2.714
H 1.389 -0.132 -3.348
H 2.649 0.630 -2.392
H 1.123 0.502 -0.488
H -1.215 -1.620 -2.685
H 0.406 -1.861 -3.219
H -0.232 -2.968 -1.960
O -2.116 2.861 4.014
H -1.717 2.245 4.653
H -2.322 2.152 3.401
O 0.261 0.505 2.122
H -0.059 -0.149 1.444
H -0.033 0.091 2.945
*
```

Arrangement B

Entry from the OMol25 dataset: a cluster of 2 separate species, C3H11NO3 in total (ωB97M-V/def2-TZVPD).

Output
HOMO energy = -9.274 eV
gap between HOMO and LUMO = 9.99 eV

ORCA input file:
```
! RIJCOSX wB97M-V def2-TZVPD def2/J DEFGRID3
* xyz 0 1
O 1.809 -0.396 -1.337
C 1.105 -1.421 -0.655
C -0.298 -1.033 -0.270
N -0.402 0.393 -0.017
C -1.766 0.923 0.209
O -1.968 2.227 -0.393
H 2.404 0.164 -0.784
H 1.527 -1.756 0.266
H 1.136 -2.329 -1.275
H -0.585 -1.527 0.715
H -0.943 -1.484 -1.012
H 0.044 0.854 -0.805
H -2.169 1.127 1.273
H -2.478 0.275 -0.364
H -2.753 2.276 -1.020
O 1.759 0.243 2.030
H 2.516 0.785 1.878
H 1.061 0.679 1.562
*
```

Verdict on stability: arrangement B comes out at the bottom.

Arrangement A

Entry from the OMol25 dataset: a cluster of 2 separate species, C3H11NO3 in total (ωB97M-V/def2-TZVPD).

Output
HOMO energy = -9.192 eV
gap between HOMO and LUMO = 9.95 eV

ORCA input file:
```
! RIJCOSX wB97M-V def2-TZVPD def2/J DEFGRID3
* xyz 0 1
O 1.258 -2.279 0.854
C 1.530 -0.866 0.927
C 0.597 -0.016 0.021
N -0.741 -0.599 -0.112
C -1.362 -0.205 -1.368
O -0.683 -0.612 -2.538
H 0.544 -2.549 1.470
H 1.403 -0.551 1.961
H 2.568 -0.844 0.609
H 0.531 0.847 0.691
H 1.067 0.228 -0.927
H -0.667 -1.609 -0.018
H -2.371 -0.616 -1.263
H -1.308 0.869 -1.469
H -0.221 -1.460 -2.514
O -0.427 3.232 1.417
H -0.587 3.304 0.463
H -1.132 3.728 1.797
*
```

Arrangement B

Entry from the OMol25 dataset: a cluster of 2 separate species, C3H11NO3 in total (ωB97M-V/def2-TZVPD).

Output
HOMO energy = -9.324 eV
gap between HOMO and LUMO = 10.06 eV

ORCA input file:
```
! RIJCOSX wB97M-V def2-TZVPD def2/J DEFGRID3
* xyz 0 1
C -0.153 -0.263 1.705
C 0.683 -0.705 0.496
C 1.414 0.626 -0.153
O 1.706 -1.553 0.926
O -0.073 -1.373 -0.444
H 0.511 0.077 2.494
H -0.831 0.540 1.430
H -0.735 -1.110 2.067
H 1.951 0.315 -1.048
H 2.152 0.916 0.586
H 0.773 1.503 -0.274
H 1.570 -2.405 0.487
H -0.593 -0.680 -1.032
N -1.312 0.611 -1.730
O -2.257 1.216 -0.843
H -1.758 0.532 -2.642
H -0.488 1.253 -1.758
H -2.559 0.499 -0.269
*
```

Verdict on stability: arrangement B comes out at the bottom.

Arrangement A

Entry from the OMol25 dataset: a cluster of 3 separate species, C3H11NO3 in total (ωB97M-V/def2-TZVPD).

Output
HOMO energy = -10.087 eV
gap between HOMO and LUMO = 10.91 eV

ORCA input file:
```
! RIJCOSX wB97M-V def2-TZVPD def2/J DEFGRID3
* xyz 0 1
C 0.725 2.157 0.547
C -0.540 1.725 -0.163
N -0.433 0.346 -0.600
C -0.513 -0.037 -1.900
O -0.204 -1.083 -2.432
H 0.747 3.224 0.796
H 1.114 1.592 1.390
H 1.521 2.018 -0.220
H -0.705 2.378 -1.016
H -1.468 1.896 0.405
H -0.247 -0.365 0.090
H -0.667 0.859 -2.556
O -0.490 -2.624 0.025
H -0.340 -2.346 -0.911
H -0.997 -3.425 -0.037
O 1.087 -1.790 2.257
H 0.479 -1.960 1.514
H 0.929 -2.563 2.811
*
```

Arrangement B

Entry from the OMol25 dataset: a cluster of 2 separate species, C3H11NO3 in total (ωB97M-V/def2-TZVPD).

Output
HOMO energy = -10.089 eV
gap between HOMO and LUMO = 10.70 eV

ORCA input file:
```
! RIJCOSX wB97M-V def2-TZVPD def2/J DEFGRID3
* xyz 0 1
N -0.711 -0.787 -0.401
C 0.684 -0.420 -0.120
C 0.995 -0.633 1.350
O 1.560 -1.914 1.606
C 0.841 1.039 -0.504
O 0.357 1.265 -1.817
H -0.919 -1.681 0.046
H -0.764 -1.017 -1.388
H 1.386 -1.070 -0.642
H 1.723 0.117 1.679
H 0.101 -0.462 1.966
H 0.857 -2.532 1.828
H 0.287 1.654 0.207
H 1.886 1.323 -0.479
H -0.489 1.727 -1.745
O -2.529 1.408 -0.798
H -3.193 1.431 -0.097
H -2.073 0.551 -0.692
*
```

Arrangement C

Entry from the OMol25 dataset: a cluster of 4 separate species, C3H11NO3 in total (ωB97M-V/def2-TZVPD).

Output
HOMO energy = -9.400 eV
gap between HOMO and LUMO = 10.18 eV

ORCA input file:
```
! RIJCOSX wB97M-V def2-TZVPD def2/J DEFGRID3
* xyz 0 1
C -1.491 -0.354 1.284
C -0.479 -0.345 2.146
N 0.884 -0.398 1.723
C 1.320 0.714 1.268
H -1.372 -0.250 0.216
H -2.500 -0.268 1.664
H -0.641 -0.176 3.204
H 2.193 0.788 0.627
H 0.679 1.585 1.406
O 1.103 -1.852 -0.866
H 1.330 -1.278 -0.098
H 1.877 -2.407 -1.005
O -0.197 2.205 -1.168
H -0.144 1.486 -1.812
H -0.788 2.870 -1.521
O -0.572 -0.391 -2.544
H -1.100 -1.149 -2.748
H -0.102 -0.782 -1.776
*
```

Arrangement D

Entry from the OMol25 dataset: a cluster of 3 separate species, C3H11NO3 in total (ωB97M-V/def2-TZVPD).

Output
HOMO energy = -9.285 eV
gap between HOMO and LUMO = 9.68 eV

ORCA input file:
```
! RIJCOSX wB97M-V def2-TZVPD def2/J DEFGRID3
* xyz 0 1
N 0.487 1.156 1.237
C 0.376 -0.143 0.408
C 0.671 -1.472 1.293
C -0.676 -2.154 1.165
O -1.392 -2.079 0.276
H -0.244 1.722 0.971
H 0.229 0.919 2.195
H -0.452 -0.008 -0.370
H 1.314 -0.143 -0.278
H 0.954 -1.213 2.254
H 1.445 -1.892 0.698
H -0.903 -2.709 2.279
O 1.157 0.818 -2.698
H 1.815 0.499 -2.082
H 0.540 1.324 -2.245
O -0.763 2.519 -1.000
H -0.699 3.493 -1.110
H -1.648 2.471 -0.791
*
```

Verdict on stability: arrangement D comes out at the bottom.

Arrangement A

Entry from the OMol25 dataset: a cluster of 4 separate species, C3H11NO3 in total (ωB97M-V/def2-TZVPD).

Output
HOMO energy = -9.154 eV
gap between HOMO and LUMO = 9.92 eV

ORCA input file:
```
! RIJCOSX wB97M-V def2-TZVPD def2/J DEFGRID3
* xyz 0 1
C -2.415 -0.774 -0.534
C -2.057 -0.705 0.744
N -0.688 -0.425 1.002
C 0.099 -1.387 1.213
H -1.618 -0.828 -1.253
H -3.357 -1.103 -0.941
H -2.706 -0.513 1.600
H 1.172 -1.281 1.236
H -0.341 -2.367 1.360
O 0.989 1.375 1.578
H 0.025 1.178 1.401
H 1.004 1.855 2.414
O 0.581 -0.106 -2.545
H 1.102 -0.917 -2.537
H 1.115 0.622 -2.165
O 2.194 1.340 -0.995
H 1.744 1.571 -0.168
H 3.108 1.070 -0.985
*
```

Arrangement B

Entry from the OMol25 dataset: a cluster of 4 separate species, C3H11NO3 in total (ωB97M-V/def2-TZVPD).

Output
HOMO energy = -9.471 eV
gap between HOMO and LUMO = 10.19 eV

ORCA input file:
```
! RIJCOSX wB97M-V def2-TZVPD def2/J DEFGRID3
* xyz 0 1
C 1.591 1.079 -1.116
C 1.911 0.859 0.145
N 0.910 0.605 1.133
C 0.160 1.559 1.484
H 0.577 1.153 -1.525
H 2.298 1.268 -1.900
H 2.945 0.860 0.473
H -0.580 1.241 2.218
H 0.110 2.599 1.144
O 0.335 -2.540 0.692
H -0.075 -2.758 1.540
H 1.033 -1.927 0.933
O -2.016 0.758 -1.687
H -2.424 0.384 -0.901
H -1.437 0.045 -1.991
O -1.956 -1.413 -0.185
H -1.019 -1.555 0.048
H -2.362 -2.217 -0.505
*
```

Verdict on stability: arrangement A comes out at the bottom.